# 1
22
Properties=species:S:1:pos:R:3:forces:R:3 method="wB97M-V/def2-TZVPD" total_energy_ha=-379.7347 largest_force_ha_per_bohr=0.11614 e_above_lowest_kj_mol=260.29
C -1.250031 0.090298 0.325650 0.157 -1.544 -1.346
C 0.319081 -0.282880 -0.701979 -2.728 1.690 2.895
C 1.196743 0.535164 0.124841 5.267 0.189 -2.808
C 2.756993 0.423300 -0.725702 -2.278 0.664 2.144
N -1.668651 1.432528 0.760803 0.937 -0.386 -0.454
N -2.270402 -0.454612 -0.538394 -0.216 -0.290 -0.047
N -1.134624 -0.790675 1.470345 0.118 0.216 -0.070
N 0.491452 -1.655583 -0.681681 -2.448 -3.257 -0.288
H 0.189729 0.109230 -1.712980 -0.326 0.292 0.068
H -1.681969 2.068209 -0.029798 0.020 0.116 0.048
H -1.050100 1.811574 1.470276 0.063 0.062 -0.090
H -3.185641 -0.424973 -0.089809 0.125 0.145 -0.074
H -2.329266 0.067456 -1.403920 0.016 -0.057 0.024
H -2.047947 -1.007945 1.864896 0.136 0.149 -0.145
H -0.578185 -0.361382 2.200789 -0.041 -0.065 -0.005
H 1.075825 -2.448443 -0.462104 1.768 1.623 0.267
H -0.384779 -2.125738 -0.440530 -0.282 0.723 -0.465
H 1.000982 1.601819 0.076795 -0.335 -0.012 0.240
H 1.369159 0.146906 1.122490 -0.114 0.040 0.110
H 3.421241 1.092177 -0.182271 0.353 -0.260 -0.018
H 2.683699 0.787834 -1.748259 -0.343 -0.101 -0.002
H 3.076688 -0.614266 -0.699459 0.150 0.062 0.016

=====

# 2
24
Properties=species:S:1:pos:R:3:forces:R:3 method="wB97M-V/def2-TZVPD" total_energy_ha=-1062.4442 largest_force_ha_per_bohr=0.08903 e_above_lowest_kj_mol=173.87
C -0.824482 -2.729834 0.385409 2.899 0.366 -0.278
C 2.875911 0.262624 1.624260 0.577 1.330 1.760
C 0.136975 0.131811 -2.186537 0.890 2.873 -0.428
C -2.315610 2.148920 0.951039 4.525 -0.656 -0.223
N -1.182740 -1.356731 0.314226 0.043 0.205 0.725
N 1.999334 1.319450 1.178045 0.704 -0.208 1.160
N 1.062252 0.431136 -1.054290 -0.263 -1.469 -2.394
N -2.214360 0.668539 0.885223 0.188 2.197 0.931
P 0.852807 1.467336 0.195142 0.642 0.939 -0.720
P -0.945638 -0.220940 1.369240 -0.161 -1.505 -0.010
H 0.038344 -3.001986 1.114696 -1.495 0.270 -0.811
H -1.727008 -3.242757 0.566760 -0.741 -1.262 0.387
H -0.452369 -2.972519 -0.626905 -0.160 -0.500 0.371
H 3.374374 0.584956 2.619286 -0.916 -0.659 -1.416
H 2.282812 -0.624002 1.783899 -0.252 -0.553 0.345
H 3.709183 -0.035852 1.005138 0.185 0.205 -0.775
H -0.407871 -0.688259 -1.851722 -0.867 -2.044 -0.298
H -0.632248 0.916076 -2.317026 0.498 0.012 0.216
H 0.711973 0.111845 -3.166852 -0.780 -0.538 1.297
H -3.322236 2.289701 0.933565 -2.714 1.445 0.331
H -1.700029 2.584469 1.864910 -1.719 -1.056 -1.655
H -1.782420 2.598472 0.038357 -0.987 -0.413 1.147
H 1.662903 -0.392174 -1.061925 0.401 0.637 0.828
H -2.730457 0.116029 0.222370 -0.497 0.384 -0.491

=====

# 3
20
Properties=species:S:1:pos:R:3:forces:R:3 method="wB97M-V/def2-TZVPD" total_energy_ha=-290.6645 largest_force_ha_per_bohr=0.00675 e_above_lowest_kj_mol=153.91 multiplicity=2
C 0.635703 -2.231053 2.423374 -0.139 0.048 -0.006
C -0.073001 -1.223377 1.536654 0.022 0.276 0.147
N 0.877167 -0.201271 0.984657 0.041 -0.146 0.116
H -0.061200 -3.038377 2.661435 0.051 0.007 0.045
H 1.511806 -2.655343 1.943900 0.047 -0.072 -0.118
H 0.959352 -1.757318 3.350337 0.011 -0.026 0.009
H -0.562374 -1.676178 0.679598 -0.005 -0.115 -0.028
H -0.817589 -0.670316 2.110590 -0.013 -0.068 -0.108
H 1.430969 0.239360 1.757349 -0.068 0.120 -0.042
H 0.360672 0.540057 0.467864 0.102 -0.057 0.118
H 1.568680 -0.661621 0.322980 -0.040 0.029 -0.044
C -1.009382 0.978537 -1.856958 -0.186 0.016 -0.137
O -0.833842 1.577821 -0.564618 0.098 -0.041 -0.030
C 0.278851 1.094391 -2.641801 -0.218 -0.268 -0.037
H -1.293060 -0.073845 -1.744953 0.003 0.021 0.035
H -1.826394 1.477169 -2.386917 0.070 0.043 0.056
H -1.673292 1.919520 -0.242103 -0.005 -0.049 0.024
H 1.033571 0.402720 -2.261858 0.048 0.150 0.041
H 0.080955 0.830497 -3.682699 0.063 0.022 -0.016
H 0.648406 2.113033 -2.597348 0.120 0.111 -0.025

=====

# 4
20
Properties=species:S:1:pos:R:3:forces:R:3 method="wB97M-V/def2-TZVPD" total_energy_ha=-290.5460 largest_force_ha_per_bohr=0.04251 e_above_lowest_kj_mol=76.62 total_charge=+1
C 0.204033 -0.857830 -0.449736 0.537 -0.993 0.207
C 0.938832 0.244939 0.281732 -1.889 0.585 0.933
C 2.357733 0.480048 -0.228359 0.126 -0.293 -0.865
C 0.863006 0.028905 1.811087 1.202 -0.156 1.329
N -1.324426 -0.894829 -0.309471 1.424 -0.046 -0.234
H 0.503523 -1.822188 -0.022353 0.274 0.082 -0.520
H 0.415714 -0.784511 -1.514313 -0.113 -0.348 -0.020
H 0.290922 1.121176 0.161065 0.420 0.372 -0.592
H 3.033734 -0.262469 0.205187 0.107 0.505 0.326
H 2.651207 1.518735 -0.101221 0.268 -0.131 0.755
H 2.535553 0.361767 -1.310735 -0.765 -0.205 0.133
H 1.825649 -0.356506 2.191350 -0.316 -0.150 -0.283
H 0.752560 0.941884 2.401664 -0.037 0.280 -0.491
H 0.110029 -0.630721 2.279009 -0.056 -0.053 -0.871
H -1.577783 -1.880066 -0.355252 -0.398 0.111 -0.036
H -1.727416 -0.397558 -1.106752 -0.727 0.203 0.516
H -1.631472 -0.515074 0.586347 -0.168 0.176 -0.167
H -4.016398 1.365260 -1.039824 0.031 -0.358 0.058
H -2.905738 1.491400 -2.043653 -0.098 -0.186 -0.049
O -3.299263 0.847639 -1.435772 0.178 0.606 -0.130

=====

# 5
20
Properties=species:S:1:pos:R:3:forces:R:3 method="wB97M-V/def2-TZVPD" total_energy_ha=-290.0051 largest_force_ha_per_bohr=0.02610 e_above_lowest_kj_mol=63.76 total_charge=+2 multiplicity=2
C -2.029470 0.182644 -0.789437 -0.310 0.044 0.059
C -0.651009 0.316027 -0.223883 -0.811 -0.214 0.046
C 0.368831 -0.787453 -0.806255 0.106 -0.304 -1.303
C 0.753338 -0.153800 -2.216630 0.285 1.026 0.251
N -0.661867 -0.067242 1.246416 0.155 -0.277 -0.890
H -2.049342 0.164431 -1.866799 0.143 0.053 -0.457
H -2.502959 -0.732592 -0.454852 -0.191 -0.231 0.114
H -2.660680 1.033667 -0.515864 0.101 -0.007 0.171
H -0.247921 1.301032 -0.366928 0.397 0.403 0.299
H -0.193938 -1.713495 -0.921162 -0.115 -0.168 0.539
H 1.313795 -0.940060 -0.296684 0.124 -0.207 0.144
H -0.021763 0.444998 -2.670981 -0.376 -0.313 -0.172
H 0.964284 -1.186536 -2.661688 -0.126 -0.064 0.355
H 1.674920 0.416605 -2.258158 0.292 -0.116 0.036
H -1.323483 0.504263 1.780791 0.020 0.309 -0.045
H 0.308986 0.033898 1.635635 0.176 0.058 0.573
H -1.010507 -1.031453 1.304025 0.184 0.044 0.359
H 2.665303 0.501038 1.669544 -0.027 -0.042 -0.049
H 2.120505 0.715419 3.061132 -0.327 -0.113 0.007
O 1.845012 0.428257 2.175231 0.300 0.119 -0.038

=====

# 6
21
Properties=species:S:1:pos:R:3:forces:R:3 method="wB97M-V/def2-TZVPD" total_energy_ha=-365.9278 largest_force_ha_per_bohr=0.03711 e_above_lowest_kj_mol=66.35 multiplicity=2
C 2.478834 -1.959451 -0.978013 1.243 1.149 0.321
C 1.865493 -0.682174 -0.421199 -1.420 0.605 1.092
C 0.321639 -0.630333 -0.426279 -0.299 -0.421 -0.126
C 0.358797 1.537561 0.863779 1.354 -1.285 0.397
N -0.306045 0.532802 0.214335 -1.085 -0.134 -0.392
H 3.505367 -1.936061 -0.566609 -0.351 -0.552 -0.008
H 1.933027 -2.813233 -0.558474 0.288 -0.105 -0.763
H 2.696889 -1.887731 -2.062850 -0.947 -0.607 0.435
H 2.165623 -0.561056 0.635731 0.133 -0.123 -0.455
H 2.154316 0.228381 -0.934355 0.560 0.048 -0.158
H 0.003928 -0.630965 -1.491006 0.017 -0.159 0.376
H -0.116543 -1.538871 0.042943 0.393 0.214 -0.287
H 1.270008 1.084274 1.285110 0.084 1.386 -0.087
H 0.276067 2.605102 0.641835 -0.312 -0.386 0.203
H -1.303325 0.376441 0.425534 0.883 0.461 -0.680
H -3.362320 -0.056960 1.559863 0.013 0.215 -0.020
H -3.055672 -1.443074 1.027536 0.251 0.543 -0.197
O -2.851601 -0.501078 0.876831 -0.642 -1.001 0.316
H -3.105711 2.881989 0.610322 0.034 0.141 -0.086
H -2.361998 3.004642 -0.729207 -0.019 -0.059 0.122
O -2.566772 2.389795 -0.015827 -0.179 0.071 -0.004